w.
{"formula": "C3H3NO2S", "method": "ωB97M-V with the def2-TZVPD basis set", "species": ["C", "C", "C", "N", "O", "O", "S", "H", "H", "H"], "coordinates": [[-0.85666, -0.47236, -0.47397], [-0.56301, 0.72711, -1.04602], [-0.06699, -1.05561, 0.54314], [1.08667, -0.54022, 0.80547], [2.04121, -0.81553, 1.48991], [0.96539, 2.33116, 0.47894], [1.13518, 1.26194, -0.48297], [-1.95333, -0.87255, -0.79137], [-1.26796, 1.32172, -1.51825], [-0.52050, -1.88566, 0.99511]], "total_charge": 0, "homo_lumo_gap_ev": [8.2, 8.2]}


x.
{"formula": "C3H3NO2S", "method": "ωB97M-V with the def2-TZVPD basis set", "species": ["O", "C", "N", "C", "O", "C", "S", "H", "H", "H"], "coordinates": [[2.30137, -0.17489, -0.01459], [1.21526, -0.68564, 0.00337], [-0.01236, 0.01437, -0.00708], [0.07807, 1.45938, -0.00275], [-0.87421, 2.16247, -0.00222], [-1.17437, -0.74111, -0.00066], [-2.71914, -0.23398, -0.00852], [1.06301, -1.75495, 0.00694], [1.09948, 1.78377, 0.00815], [-0.97711, -1.82943, 0.01735]], "total_charge": 0, "homo_lumo_gap_ev": 8.5, "smiles": "O=CN(C=O)C=S"}


y.
{"formula": "C3H3NO2S", "method": "ωB97M-V with the def2-TZVPD basis set", "species": ["C", "C", "C", "H", "H", "H", "N", "O", "O", "S"], "coordinates": [[-1.92725, -2.06204, -0.54410], [0.89401, 0.58944, -0.07915], [0.65029, 0.40634, 1.40630], [-1.91610, -2.76207, -1.73681], [-2.51788, -2.56787, 0.23767], [-0.37232, 0.80342, 1.83380], [-1.53709, -0.69286, 0.00068], [1.75436, 1.40025, -0.42370], [1.58375, 0.52465, 2.23727], [-0.55258, 0.02343, -1.22164]], "total_charge": 0, "homo_lumo_gap_ev": 8.4}


Energy above the most stable structure, in eV: w 4.302; x 0.000; y 4.879


w.
{"formula": "C3H3NO2S", "method": "ωB97M-V with the def2-TZVPD basis set", "species": ["S", "C", "C", "O", "C", "N", "O", "H", "H", "H"], "coordinates": [[-1.10611, -1.83316, -1.27036], [-0.85894, -0.76749, -0.10209], [0.13886, 0.32348, -0.33234], [1.37803, 0.01560, 0.35266], [1.42737, 1.01284, 1.26594], [0.60331, 1.97413, 1.30075], [-0.37569, 1.41731, 0.23236], [-1.49014, -0.76164, 0.85018], [0.50095, 0.46402, -1.36373], [2.20131, 0.93299, 2.06475]], "total_charge": 0, "homo_lumo_gap_ev": 8.4, "smiles": "S=C[C@@H]1OC=NO1"}


x.
{"formula": "C3H3NO2S", "method": "ωB97M-V with the def2-TZVPD basis set", "species": ["O", "C", "N", "S", "H", "C", "C", "O", "H", "H"], "coordinates": [[-0.57113, -1.48842, 2.45214], [-1.01550, -1.43136, 1.40151], [-1.29855, -1.35303, 0.25423], [-2.29863, -1.52820, -1.05178], [-1.42550, -1.22943, -2.12761], [1.47508, 1.43811, 0.36292], [1.12585, 1.22803, -0.87859], [0.81365, 1.13567, -1.99354], [0.67512, 1.41644, 1.17057], [2.51961, 1.81219, 0.41014]], "total_charge": 0, "homo_lumo_gap_ev": 9.7, "smiles": "O=C=NS.C=C=O"}


Energy above the most stable structure, in eV: w 1.396; x 0.000


w.
{"formula": "C3H3NO2S", "method": "ωB97M-V with the def2-TZVPD basis set", "species": ["O", "C", "C", "O", "N", "C", "S", "H", "H", "H"], "coordinates": [[-2.70780, 0.10186, -0.17714], [-1.60118, -0.29122, -0.47128], [-0.44832, -0.20107, 0.55568], [0.38704, -1.29674, 0.50496], [1.52159, -1.13442, -0.26697], [1.76529, 0.10860, -0.47021], [0.57186, 1.26285, 0.15264], [-1.37223, -0.67887, -1.48412], [-0.88418, -0.16019, 1.57489], [2.72691, 0.43553, -0.97201]], "total_charge": 0, "homo_lumo_gap_ev": 9.4, "smiles": "O=C[C@H]1ON=CS1"}


x.
{"formula": "C3H3NO2S", "method": "ωB97M-V with the def2-TZVPD basis set", "species": ["C", "C", "N", "S", "C", "O", "O", "H", "H", "H"], "coordinates": [[-0.00152, 0.08446, -0.04587], [-1.49578, 0.07093, 0.01112], [-2.36683, 1.46957, -0.01317], [-3.96614, 0.96186, -0.00524], [-3.55609, -0.75057, -0.03592], [-4.44164, -1.59197, -0.04288], [-2.23279, -1.00270, 0.07498], [0.69466, -0.29835, 0.87464], [0.35441, 1.12317, -0.30474], [0.18002, -0.64293, -0.73573]], "total_charge": 0, "homo_lumo_gap_ev": 8.3, "smiles": "Cc1nsc(=O)o1"}


Energy above the most stable structure, in eV: w 0.000; x 0.259


w.
{"formula": "C16H20O2", "method": "ωB97M-V with the def2-TZVPD basis set", "species": ["C", "C", "C", "C", "C", "C", "O", "C", "C", "H", "H", "H", "H", "H", "H", "H", "H", "H", "H", "C", "C", "C", "C", "C", "C", "O", "C", "C", "H", "H", "H", "H", "H", "H", "H", "H", "H", "H"], "coordinates": [[3.23544, -2.00892, 2.12027], [2.32761, -0.91922, 1.46975], [0.87827, -1.03414, 1.89409], [0.47714, -0.37253, 3.05581], [-0.87388, -0.17329, 3.35032], [-1.81715, -0.45238, 2.38381], [-3.17974, -0.38185, 2.58944], [-1.43619, -1.00179, 1.16605], [-0.09601, -1.30331, 0.93670], [2.62818, -2.90055, 2.25753], [3.70324, -1.66111, 3.04739], [4.06863, -2.21240, 1.44436], [2.73969, 0.06473, 1.69697], [2.38044, -1.04760, 0.39413], [1.21974, -0.23687, 3.83329], [-1.09347, 0.32936, 4.28456], [-3.35839, 0.18014, 3.35665], [-2.11369, -1.15278, 0.34407], [0.15753, -1.60170, -0.07176], [0.86528, 3.14732, -1.08151], [0.81453, 1.62181, -0.80640], [-0.21366, 0.93408, -1.72450], [0.32234, -0.06129, -2.55472], [-0.54595, -0.83230, -3.30321], [-1.91217, -0.55961, -3.22821], [-2.70000, -1.38437, -3.99754], [-2.38969, 0.54237, -2.54902], [-1.53126, 1.29787, -1.74450], [0.24658, 3.41999, -1.93141], [1.87558, 3.46773, -1.37551], [0.83323, 3.74463, -0.17432], [1.79552, 1.23038, -1.00863], [0.42442, 1.42907, 0.18034], [1.39623, -0.17690, -2.62919], [-0.13430, -1.45229, -4.09544], [-3.63864, -1.22329, -3.81566], [-3.47435, 0.61087, -2.56287], [-1.88108, 2.13012, -1.15117]], "total_charge": 0, "homo_lumo_gap_ev": 9.1, "smiles": "CCc1ccc(O)cc1.CCc1ccc(O)cc1"}


x.
{"formula": "C16H20O2", "method": "ωB97M-V with the def2-TZVPD basis set", "species": ["C", "C", "C", "C", "C", "C", "O", "C", "C", "H", "H", "H", "H", "H", "H", "H", "H", "H", "H", "C", "C", "C", "C", "C", "C", "O", "C", "C", "H", "H", "H", "H", "H", "H", "H", "H", "H", "H"], "coordinates": [[3.04079, -2.30528, 0.86212], [1.99929, -2.16736, 1.99553], [0.56427, -2.18760, 1.54937], [-0.14735, -0.99316, 1.53696], [-1.49153, -0.95901, 1.18313], [-2.06700, -2.12191, 0.68250], [-3.32419, -2.11552, 0.11624], [-1.32619, -3.27563, 0.50389], [-0.02872, -3.32263, 1.01807], [3.69612, -3.16310, 0.99483], [3.62925, -1.39142, 0.74011], [2.52423, -2.37322, -0.09827], [2.19495, -2.90661, 2.74681], [2.22009, -1.27170, 2.57433], [0.26576, -0.10412, 1.92659], [-2.09097, -0.06795, 1.32794], [-3.60952, -1.24812, -0.15944], [-1.69627, -4.19169, 0.07535], [0.52871, -4.24165, 0.92889], [3.12004, 3.56042, -0.74051], [2.03470, 3.21102, 0.28144], [0.84842, 2.54701, -0.42483], [0.94618, 1.21347, -0.78182], [-0.12777, 0.57976, -1.39983], [-1.31381, 1.26917, -1.60870], [-2.31543, 0.65628, -2.33976], [-1.32872, 2.63769, -1.37092], [-0.24679, 3.30840, -0.82351], [2.88061, 3.42007, -1.76479], [4.07000, 3.06456, -0.55919], [3.32770, 4.63736, -0.71996], [2.35751, 2.55222, 1.06328], [1.62000, 4.09839, 0.72216], [1.79052, 0.58291, -0.52299], [-0.06198, -0.39427, -1.87228], [-3.13215, 1.13167, -2.13825], [-2.19550, 3.18649, -1.74062], [-0.25322, 4.38224, -0.70360]], "total_charge": 0, "homo_lumo_gap_ev": 8.9, "smiles": "CCc1ccc(O)cc1.CCc1ccc(O)cc1"}


Energy above the most stable structure, in eV: w 0.217; x 0.000